Entry 1:
Formula: C29H32IN2O4PPtS2Te
Source: OMol25
Level of theory: ωB97M-V with the def2-TZVPD basis set

Last column: Mulliken charge in e.
Geometry (Å):
Pt: -0.47 0.59 1.19  1.0626
C: -5.60 3.43 2.38  -0.9159
C: -5.67 1.91 2.36  -0.4160
O: -5.26 1.40 1.11  -0.3398
P: -3.80 0.56 1.03  0.1437
S: -2.41 2.03 1.39  -0.4531
S: -1.27 -1.66 1.00  -0.5423
O: -3.74 0.49 -0.61  0.0197
C: -4.53 -0.48 -1.28  -0.3967
C: -3.73 -1.07 -2.42  -0.9356
H: -5.91 3.81 3.36  0.3551
H: -6.25 3.84 1.62  0.2549
H: -4.58 3.75 2.18  0.1942
H: -6.70 1.57 2.54  0.3126
H: -5.04 1.50 3.17  0.3097
H: -5.44 0.01 -1.66  0.2805
H: -4.84 -1.27 -0.58  0.3798
H: -3.42 -0.28 -3.11  0.2130
H: -4.33 -1.80 -2.97  0.4221
H: -2.84 -1.57 -2.03  0.0866
C: 1.18 -2.67 -1.69  -0.5033
O: 2.13 -1.69 -2.05  -0.5973
C: 2.51 -0.69 -1.10  2.2037
C: 4.04 -0.66 -0.98  -1.2947
C: 4.64 0.70 -0.57  -0.3312
C: 3.90 1.88 -1.05  -1.2809
C: 2.61 1.82 -1.44  -0.5912
C: 1.87 0.62 -1.46  -0.5294
N: 0.55 0.55 -1.82  0.3637
C: -0.37 1.48 -2.10  -0.7867
C: -0.46 2.81 -1.65  1.3524
C: -1.23 3.73 -2.39  -0.8363
C: -1.33 5.04 -2.03  -0.6796
C: -0.66 5.49 -0.87  -0.5049
C: 0.03 4.61 -0.07  -0.6725
C: 0.12 3.23 -0.39  0.1512
O: 0.69 2.41 0.40  -0.3618
H: 1.65 -3.55 -1.24  0.3143
H: 0.70 -2.99 -2.62  0.2653
H: 0.42 -2.30 -0.99  0.0967
H: 4.55 -1.23 -1.76  0.5140
H: 5.69 0.78 -0.85  0.5615
H: 4.41 2.84 -1.04  0.3536
H: 2.12 2.71 -1.82  0.7014
H: 0.27 -0.40 -2.04  0.0872
H: -1.17 1.11 -2.74  0.1935
H: -1.72 3.38 -3.30  0.3637
H: -1.90 5.74 -2.62  0.3875
H: -0.71 6.53 -0.60  0.3906
H: 0.51 4.94 0.84  0.4165
Te: -0.15 -2.36 2.96  0.0949
C: 0.70 -4.10 2.05  -0.0729
C: 2.01 -4.48 2.32  -0.2278
C: 2.57 -5.58 1.68  -0.5068
C: 1.83 -6.30 0.76  -0.3889
C: 0.52 -5.93 0.49  -0.6094
C: -0.04 -4.84 1.13  -0.3723
H: 2.60 -3.91 3.03  0.3697
H: 3.60 -5.86 1.90  0.3657
H: 2.27 -7.15 0.25  0.3692
H: -0.07 -6.50 -0.21  0.3684
H: -1.06 -4.54 0.91  0.4379
I: 1.18 1.56 3.53  0.0329
C: 2.37 0.61 2.02  -0.0865
C: 3.68 0.96 1.94  -1.2102
C: 4.54 0.25 0.97  -0.2377
C: 3.98 -1.10 0.50  -0.3713
C: 2.43 -1.12 0.44  0.0935
N: 1.68 -0.31 1.36  0.0273
H: 4.09 1.72 2.59  0.3983
H: 5.56 0.16 1.36  0.4859
H: 4.45 -2.01 0.87  0.3688
H: 2.05 -2.15 0.50  -0.1110

The HOMO energy (spin up / spin down) comes out at -3.204 / -3.848 eV. The expectation value of S² is 3.805. Its net charge is -1. Its multiplicity is 4.

---

Entry 2:
Formula: C46H51CrF5N7O6
Source: OMol25
Level of theory: ωB97M-V with the def2-TZVPD basis set

Last column: Mulliken charge in e.
Geometry (Å):
Cr: -0.49 1.20 0.22  0.2962
C: 2.33 -3.80 -3.51  -1.9057
C: 1.16 -3.40 -2.62  1.0262
C: 0.27 -4.59 -2.28  -1.5467
O: 1.68 -2.82 -1.44  -0.2442
C: 1.00 -1.59 -1.17  -0.9812
C: 0.42 -1.19 -2.52  -0.4219
O: 0.38 -2.42 -3.26  -0.2550
C: -1.00 -0.52 -2.50  1.3951
O: -1.17 0.31 -1.44  0.5072
C: -1.11 0.25 -3.83  -0.2161
C: -0.76 -0.31 -5.06  0.0144
C: -0.90 0.42 -6.23  -0.9343
C: -1.38 1.72 -6.20  -0.7086
C: -1.69 2.30 -4.98  -1.1507
C: -1.54 1.57 -3.81  -0.5855
C: -2.12 -1.60 -2.42  0.6251
C: -2.39 -2.15 -1.17  -0.3151
C: -3.44 -3.04 -0.99  -0.3190
C: -4.27 -3.39 -2.05  -1.0201
C: -4.03 -2.81 -3.29  -0.8894
C: -2.97 -1.93 -3.47  -0.7293
C: 1.98 -0.58 -0.51  2.4870
O: 1.30 0.50 -0.02  0.7533
C: 2.70 -1.28 0.67  0.5763
C: 2.10 -2.29 1.40  0.3517
C: 2.75 -2.89 2.47  -1.0586
C: 4.03 -2.47 2.84  -0.7384
C: 4.61 -1.42 2.15  -0.9338
C: 3.95 -0.84 1.08  -0.2561
C: 3.01 -0.11 -1.56  -0.4199
C: 2.93 1.19 -2.05  -0.2774
C: 3.85 1.66 -2.96  -0.7055
C: 4.87 0.84 -3.41  -0.6460
C: 4.96 -0.46 -2.95  -1.1272
C: 4.03 -0.94 -2.02  -0.1330
H: 2.95 -4.53 -3.00  0.3697
H: 2.93 -2.92 -3.73  0.4405
H: 1.95 -4.22 -4.45  0.3628
H: 0.86 -5.35 -1.76  0.3884
H: -0.14 -5.01 -3.20  0.3557
H: -0.54 -4.26 -1.64  0.2233
H: 0.19 -1.75 -0.45  -0.0898
H: 1.10 -0.50 -3.02  1.1050
H: -0.39 -1.33 -5.10  0.5173
H: -0.61 -0.03 -7.18  0.4448
H: -1.49 2.28 -7.12  0.3779
H: -2.04 3.32 -4.94  0.4378
H: -1.73 2.00 -2.84  0.3017
H: -1.81 -1.84 -0.32  -0.3595
H: -3.61 -3.46 0.00  0.4497
H: -5.09 -4.08 -1.91  0.4142
H: -4.69 -3.04 -4.12  0.4201
H: -2.82 -1.50 -4.45  0.4530
H: 1.11 -2.65 1.15  0.1620
H: 2.27 -3.69 3.02  0.4131
H: 4.55 -2.95 3.66  0.4192
H: 5.59 -1.07 2.43  0.3893
H: 4.43 -0.02 0.54  0.5709
H: 2.13 1.82 -1.68  -0.0255
H: 3.78 2.68 -3.32  0.4341
H: 5.60 1.21 -4.13  0.3877
H: 5.75 -1.11 -3.30  0.4274
H: 4.11 -1.95 -1.65  0.6486
C: -5.17 -1.26 1.74  -1.1304
N: -3.71 -1.22 1.79  0.6945
C: -3.12 -1.70 3.03  -1.2120
C: -3.10 -0.09 1.26  0.0317
N: -1.99 0.40 1.61  0.6216
N: -3.79 0.50 0.21  0.1814
C: -3.35 1.60 -0.50  -0.2738
N: -4.17 1.87 -1.60  -0.6395
N: -2.37 2.33 -0.11  -0.2170
H: -5.54 -1.99 2.45  0.4294
H: -5.52 -1.56 0.75  0.3014
H: -5.62 -0.28 1.98  0.2840
H: -3.64 -2.61 3.34  0.4633
H: -3.18 -0.97 3.84  0.3197
H: -2.07 -1.96 2.86  0.2270
H: -1.54 0.04 2.45  -0.8713
H: -4.41 -0.11 -0.30  0.2769
H: -4.38 1.04 -2.14  0.2732
H: -3.76 2.57 -2.20  0.3207
H: -2.26 3.18 -0.65  0.3529
F: -2.97 7.00 3.33  -0.3490
C: -2.22 6.01 2.81  0.7107
C: -2.23 4.74 3.37  -0.0079
F: -3.01 4.52 4.44  -0.3389
C: -1.46 3.73 2.85  -0.1911
F: -1.50 2.54 3.47  -0.2562
C: -0.64 3.88 1.70  0.0004
O: 0.04 2.95 1.15  -0.8391
C: -0.64 5.21 1.19  0.2798
F: 0.13 5.47 0.12  -0.3523
C: -1.41 6.23 1.71  0.2336
F: -1.39 7.45 1.14  -0.3346
C: 3.13 2.54 4.54  -1.3431
N: 2.55 1.80 3.44  0.7213
C: 2.93 2.30 2.13  -0.5463
C: 1.50 0.95 3.60  -0.3294
O: 0.72 0.57 2.74  0.3135
N: 1.35 0.50 4.95  -0.0181
C: 0.03 -0.06 5.20  -0.6831
C: 2.40 -0.39 5.42  -1.1548
H: 3.01 3.61 4.36  0.3616
H: 4.20 2.33 4.63  0.3162
H: 2.63 2.29 5.48  0.4122
H: 2.53 3.31 1.97  0.3424
H: 2.52 1.65 1.37  -0.3425
H: 4.02 2.33 2.07  0.4075
H: -0.72 0.62 4.78  0.0564
H: -0.12 -0.15 6.27  0.3281
H: -0.10 -1.04 4.73  0.2144
H: 3.36 -0.08 5.01  0.3586
H: 2.22 -1.42 5.11  0.3135
H: 2.46 -0.35 6.51  0.3287

The HOMO energy (spin up / spin down) comes out at -3.332 / -4.923 eV. The expectation value of S² is 6.009. Its energy relative to the best compared isomer or geometry (same formula, charge and spin) is 17.16 kcal per mole. Its net charge is -1. Its multiplicity is 5.

---

Entry 3:
Formula: C5H10O
Source: OMol25
Level of theory: ωB97M-V with the def2-TZVPD basis set

Last column: Mulliken charge in e.
Geometry (Å):
C: 2.58 0.17 -0.05  -1.1910
C: 1.25 0.04 0.67  -0.2303
O: 0.22 0.27 -0.28  -0.3552
C: -0.94 -0.46 -0.04  -0.0193
C: -1.91 0.01 1.00  -0.4912
C: -2.21 0.17 -0.47  -0.5994
H: 3.42 0.21 0.64  0.3741
H: 2.57 1.09 -0.65  0.2982
H: 2.72 -0.67 -0.74  0.2822
H: 1.15 -0.96 1.11  0.3466
H: 1.17 0.76 1.50  0.2589
H: -0.82 -1.53 -0.18  0.4088
H: -2.46 -0.73 1.58  0.2294
H: -1.64 0.91 1.55  0.2333
H: -2.98 -0.45 -0.91  0.2347
H: -2.14 1.17 -0.88  0.2203

The HOMO energy comes out at -9.511 eV. Its SMILES is CCOC1CC1. Its energy relative to the best compared isomer or geometry (same formula, charge and spin) is 33.97 kcal per mole. Its net charge is 0. Its multiplicity is 1.

---

Number 1: M 1017.275 Da. Number 2: M 944.943 Da. Number 3: M 86.134 Da.